No. 1
A structure of composition C10H26AlClINP2, computed with the ωB97M-V functional and the def2-TZVPD basis.

Element x y z (Å)
C -1.9850 4.9454 -0.6458
I -0.9820 2.9259 -0.4195
H -2.4450 5.2282 0.2899
H -2.7229 4.8427 -1.4325
H -1.2165 5.6630 -0.9332
Al -0.2318 0.2777 0.4933
P -2.3730 -0.3886 -0.2852
C -2.8431 -0.4322 -2.0415
C -2.7933 -2.0488 0.3257
H -3.8652 -2.2399 0.1623
H -4.6367 0.2397 0.3165
H -2.5650 -2.1187 1.3975
H -3.4425 0.7391 1.5666
H -2.1614 -1.1096 -2.5768
H -2.2011 -2.8033 -0.2091
C -3.6393 0.6709 0.4883
H -3.8776 -0.7997 -2.1497
H -3.5879 1.6843 0.0648
H -2.7603 0.5746 -2.4747
P 1.9751 1.1422 0.6309
C 2.9903 1.5957 -0.8063
C 1.9487 2.6486 1.6558
H 2.5169 -0.3174 2.4881
H 3.9660 0.5358 1.8478
H 3.2771 -0.8740 0.9733
C 3.0367 0.0110 1.5781
H 1.3597 2.4596 2.5635
H 2.9785 2.9229 1.9279
H 3.9814 1.9379 -0.4689
H 2.4956 2.3930 -1.3753
H 1.4710 3.4658 1.0983
H 3.1116 0.7160 -1.4529
Cl -0.5854 0.0193 2.5757
C 2.4999 -4.2662 -1.1764
C 1.3590 -4.0266 -0.1469
C 0.8886 -2.6433 -0.0287
N 0.5218 -1.5332 0.0510
H 2.1486 -4.0213 -2.1882
H 2.8182 -5.3208 -1.1707
H 3.3751 -3.6458 -0.9387
H 0.5104 -4.6738 -0.4205
H 1.6846 -4.3759 0.8459

Values from the calculation:
Kohn-Sham gap: 8.698 eV
Total charge: +2
2S+1: 1
LUMO level: -7.3 eV
E_HOMO: -16.05 eV
Calculated total energy: -2134.0018 Ha



No. 2
A cluster of 3 separate species, C10H26BClNO9P2S2 in total, computed with the ωB97M-V functional and the def2-TZVPD basis.

Element x y z (Å)
N 3.9136 0.2497 1.9310
B 3.3928 -0.1913 0.6513
O 3.5473 0.7124 -0.4450
P 2.4774 -1.8664 0.3161
P 4.2900 -3.1918 0.4857
O 5.1996 -2.6461 1.8279
O 5.2080 -2.8624 -0.9078
O 0.9895 -1.0920 -0.1855
C -0.0485 -1.7704 0.4898
C 0.5047 -2.0946 1.9234
Cl -0.3841 -1.2668 3.2790
O 1.8947 -2.0484 1.9836
H 4.7377 0.8117 1.7687
H 4.1081 -0.5093 2.5651
H 2.7156 1.1804 -0.4807
H 2.8848 -1.8282 -1.0974
H 1.8269 -3.1408 0.0261
H 5.9744 -3.1922 1.8619
H 4.9614 -1.9943 -1.2404
H -0.8737 -1.0624 0.4260
H -0.3830 -2.7205 0.0717
H 0.2654 -3.1453 2.0947
C -3.9257 -1.2904 -3.2606
C -5.3324 -1.3001 -2.6491
C -5.2683 -2.1380 -1.3664
S -3.5838 -1.9964 -0.7620
O -2.9625 -3.2952 -0.8379
O -3.5778 -1.2181 0.4521
C -2.9726 -0.9938 -2.1082
H -3.8335 -0.5500 -4.0543
H -3.7005 -2.2709 -3.6867
H -5.6304 -0.2775 -2.4068
H -6.0723 -1.7003 -3.3423
H -5.9491 -1.7731 -0.6016
H -5.4618 -3.1911 -1.5621
H -1.9378 -1.2588 -2.3162
H -3.0371 0.0489 -1.7979
C 0.3477 2.8936 1.8022
C 0.4609 4.4098 2.0111
C 1.0159 5.0121 0.7139
S 0.4943 3.9140 -0.6052
O 1.6649 3.2953 -1.1740
O -0.4897 4.5786 -1.4295
C -0.3137 2.7118 0.4407
H -0.2300 2.4155 2.5913
H 1.3432 2.4429 1.7968
H -0.5289 4.8257 2.2163
H 1.0997 4.6526 2.8597
H 0.6259 6.0082 0.5190
H 2.1042 5.0339 0.7145
H -0.1780 1.7147 0.0230
H -1.3735 2.9648 0.4751

Values from the calculation:
Kohn-Sham gap: 5.668 eV
Total charge: -1
Relative energy (zero: lowest compared OMol25 entry of this formula, charge and spin): 56.73 kJ/mol
2S+1: 1
LUMO level: 2.1 eV
E_HOMO: -3.55 eV
Calculated total energy: -3092.7687 Ha



No. 3
A structure of composition C10H26ClHgN2O3, computed with the ωB97M-V functional and the def2-TZVPD basis.

Element x y z (Å)
Hg -3.3335 -1.2568 -1.8905
Cl -2.2657 -0.3239 0.1966
C -0.9099 -5.1481 -0.9096
O -0.2939 -4.1679 -0.1013
C 1.0691 -3.9440 -0.3829
C 1.4260 -2.4783 -0.1375
N 1.0082 -1.9738 1.1705
C 1.1817 -0.5273 1.1895
C 1.0594 -0.0295 2.6125
O -0.0420 -0.6336 3.2650
C -0.3720 0.0648 4.4525
H -1.1577 -4.7995 -1.9179
H -1.8474 -5.3710 -0.3964
H -0.3487 -6.0855 -0.9156
H 1.3612 -4.1726 -1.4114
H 1.6687 -4.5608 0.2984
H 0.8183 -1.9619 -0.8886
H 2.4962 -2.3404 -0.3315
H 1.5816 -2.4508 1.8596
H 0.5396 -0.0057 0.4686
H 2.1842 -0.3375 0.7702
H 0.9746 1.0619 2.5903
H 1.9211 -0.3670 3.2025
H -1.2818 -0.3499 4.8778
H -0.5291 1.1207 4.2099
H 0.4312 -0.0186 5.1925
C 1.3982 2.3375 -2.3318
C -0.1224 2.5285 -2.2681
C -0.4462 3.5020 -1.1184
O -1.8418 3.6665 -1.0809
C -2.4288 3.5752 0.1933
N -0.5678 3.0690 -3.5617
H 1.7188 1.3504 -2.6836
H 1.7202 2.1834 -1.2880
H 1.9744 3.1063 -2.8362
H -0.6010 1.5713 -2.0486
H 0.1418 4.4021 -1.3339
H -0.0668 3.0750 -0.1856
H -2.8851 2.5756 0.2647
H -3.3025 4.2244 0.2801
H -1.7778 3.7472 1.0506
H 0.0988 3.7789 -3.8598
H -0.3514 2.3636 -4.2654

Values from the calculation:
Kohn-Sham gap: 2.884 eV
Total charge: +1
2S+1: 1
LUMO level: -8.7 eV
E_HOMO: -11.59 eV
Calculated total energy: -1344.9942 Ha



No. 4
A cluster of 4 separate species, C10H26ClO14P2S in total, computed with the ωB97M-V functional and the def2-TZVPD basis.

Element x y z (Å)
Cl -2.2746 1.5116 0.0948
O -0.8984 1.3623 -0.3385
O -3.1528 0.9350 -0.9042
O -2.4620 0.8284 1.3543
O -2.5931 2.9122 0.2483
C 1.3672 4.1977 0.2170
C 1.6926 4.9859 -1.0649
C 2.8654 5.9427 -0.8347
S 3.6481 5.4780 0.7213
O 3.4600 6.5227 1.6897
O 4.9696 4.9769 0.4282
C 2.5787 4.0626 1.1087
H 0.8990 3.2270 0.0415
H 0.5637 4.7244 0.7420
H 0.8082 5.5016 -1.4275
H 1.9987 4.3037 -1.8626
H 2.5743 6.9911 -0.7832
H 3.6762 5.8824 -1.5579
H 2.4274 4.1664 2.1800
H 3.2217 3.2197 0.8620
C -1.4975 -4.7420 -4.2837
O -1.8361 -4.2580 -2.9772
P -3.2297 -3.5426 -2.7589
O -4.3864 -4.1774 -3.3723
O -3.2053 -3.4752 -1.1976
C -4.2371 -2.6961 -0.5447
O -3.0451 -2.0505 -3.2524
C -1.8343 -1.3381 -2.9338
H -0.5913 -4.2276 -4.5937
H -2.3372 -4.6504 -4.9673
H -1.2486 -5.8004 -4.1870
H -3.7924 -1.7631 -0.2012
H -4.6078 -3.2963 0.2796
H -5.0412 -2.4640 -1.2427
H -1.4680 -1.3972 -1.9102
H -2.1493 -0.3113 -3.0939
H -1.0382 -1.6429 -3.6114
C 1.3915 0.7341 3.6701
O 2.0828 -0.5259 3.6498
P 1.3411 -1.7622 3.0436
O 0.3574 -2.4418 3.8837
O 0.7901 -1.1655 1.7048
C -0.3147 -1.8578 1.0695
O 2.5876 -2.6506 2.6793
C 2.4928 -4.0643 2.6400
H 1.7303 1.2649 4.5576
H 0.3133 0.5952 3.7777
H 1.5968 1.2878 2.7578
H -0.4849 -1.3064 0.1478
H -1.1955 -1.8198 1.6987
H -0.0066 -2.8648 0.7839
H 2.2532 -4.4164 1.6341
H 1.7654 -4.4264 3.3637
H 3.4749 -4.4792 2.8717

Values from the calculation:
Kohn-Sham gap: 9.279 eV
Total charge: -1
2S+1: 1
LUMO level: 2.5 eV
E_HOMO: -6.73 eV
Calculated total energy: -2991.0886 Ha



No. 5
A structure of composition C10H26F2HgNO11S2, computed with the ωB97M-V functional and the def2-TZVPD basis.

Element x y z (Å)
Hg 6.6423 10.8419 17.1699
O 6.9974 13.1426 17.8319
C 7.8872 13.5985 18.8445
C 7.7324 13.2148 20.3713
O 6.5181 13.0203 20.9241
H 7.8268 14.6984 18.7546
H 8.9191 13.3359 18.5071
H 8.3023 14.0128 20.9010
H 8.3420 12.2816 20.4762
O 4.4048 11.3603 17.6515
C 3.3167 10.7784 18.3036
C 2.1581 11.4709 19.2271
O 2.3646 12.6449 19.8465
H 3.7944 10.1823 19.1028
H 2.7763 10.0422 17.6786
H 1.9044 10.7423 20.0280
H 1.2704 11.4406 18.5416
N 6.7694 8.6723 16.5475
S 5.5069 7.7224 16.1883
O 4.7760 7.1049 17.2979
O 5.5552 7.0664 14.9064
F 4.5735 8.9761 15.8222
S 7.8809 7.4094 16.7668
O 8.7532 7.1171 15.6593
O 7.5311 6.3050 17.6118
F 8.8750 8.3672 17.6404
C 11.3886 11.1793 16.7394
C 10.0018 11.4705 16.1729
O 9.0125 11.3761 17.2006
H 11.4926 10.1168 16.9533
H 11.5785 11.7555 17.6437
H 12.0841 11.5048 15.9578
H 9.7278 10.7918 15.3645
H 9.9373 12.5033 15.8135
H 8.9601 12.2576 17.6127
C 6.0802 12.9729 12.9568
C 6.4570 12.7564 14.4181
O 5.8399 11.5678 14.9474
H 5.1588 13.5421 12.8185
H 6.0543 12.1083 12.2906
H 6.8414 13.5800 12.4467
H 6.1423 13.5898 15.0509
H 7.5306 12.6923 14.5909
H 4.8989 11.7767 14.8695
C 6.3846 8.2032 20.7136
C 7.4120 9.2645 20.3863
O 6.9178 10.3160 19.6019
H 6.7288 7.2656 21.1586
H 5.8520 7.9505 19.7940
H 5.6597 8.5774 21.4427
H 8.2796 8.7674 19.9496
H 7.8109 9.7601 21.2821
H 6.7542 11.1326 20.1141

Values from the calculation:
Kohn-Sham gap: 2.627 eV
Total charge: -3
Relative energy (zero: lowest compared OMol25 entry of this formula, charge and spin): 58.55 kJ/mol
2S+1: 1
LUMO level: 6.2 eV
E_HOMO: 3.53 eV
Calculated total energy: -2428.0948 Ha



No. 6
A structure of composition C10H26F3IO14P4, computed with the ωB97M-V functional and the def2-TZVPD basis.

Element x y z (Å)
O 1.2560 -0.0913 -0.6560
P 0.9072 0.3616 -1.9962
O -0.2547 1.4407 -1.9611
O 0.5285 -0.8835 -2.9016
C -0.8796 -1.1499 -3.0847
C -1.4278 -0.4439 -4.3184
O -2.8090 -0.7061 -4.4194
C -3.5618 0.3145 -3.7881
C -5.0363 -0.0777 -3.7116
F -5.3769 -0.4052 -2.4546
F -5.3092 -1.1338 -4.4887
F -5.8185 0.9428 -4.1008
O 2.1766 1.0593 -2.6936
P 2.5415 0.6785 -4.2869
O 2.9085 2.1716 -4.8214
I 4.6868 -0.4449 -4.0289
H -0.2091 2.0243 -2.7291
H -1.4776 -0.9513 -2.1951
H -0.9476 -2.2157 -3.2882
H -1.2442 0.6333 -4.2519
H -0.9228 -0.8407 -5.1963
H -3.4835 1.2361 -4.3720
H -3.1664 0.5068 -2.7883
H 2.3653 2.2981 -5.6080
C 5.2587 -2.7275 2.6340
O 4.5420 -1.6952 1.9430
P 5.1548 -0.2219 2.1098
O 6.6155 -0.2903 2.0671
O 4.5973 0.0227 3.6331
C 3.2600 -0.3440 3.9766
O 4.7672 1.2211 1.5471
C 3.3833 1.6277 1.4553
H 4.5764 -3.5713 2.7162
H 6.1332 -3.0239 2.0607
H 5.5574 -2.3993 3.6283
H 3.2709 -1.2729 4.5495
H 2.6264 -0.4831 3.1007
H 2.8381 0.4490 4.5929
H 3.0642 2.0494 2.4089
H 2.7373 0.7973 1.1758
H 3.3095 2.3935 0.6886
C -3.6994 2.3669 3.1557
O -2.5835 1.5598 2.7454
P -2.8168 0.7174 1.4051
O -3.5670 1.5200 0.4350
O -3.7625 -0.4364 2.0752
C -3.4208 -1.0143 3.3389
O -1.9127 -0.2685 0.5315
C -1.0329 -1.1951 1.2122
H -3.5368 2.6002 4.2056
H -3.7257 3.2879 2.5797
H -4.6366 1.8257 3.0402
H -4.0588 -0.5932 4.1170
H -2.3805 -0.8411 3.6107
H -3.5938 -2.0876 3.2787
H -1.5765 -2.1047 1.4689
H -0.6138 -0.7520 2.1151
H -0.2192 -1.4398 0.5379

Values from the calculation:
Kohn-Sham gap: 9.321 eV
2S+1: 1
LUMO level: -0.4 eV
E_HOMO: -9.68 eV
Calculated total energy: -3412.9621 Ha



No. 7
A structure of composition C10H27AuN7O6PS, computed with the ωB97M-V functional and the def2-TZVPD basis.

Element x y z (Å)
Au 0.0933 0.3615 0.6316
N 0.9395 0.6340 -1.8560
N 0.1285 1.5675 -2.5141
C -1.0327 1.9949 -1.9858
N -1.8063 2.8452 -2.6370
N -1.3016 1.5171 -0.7747
N -2.3957 1.7341 -0.0344
O -2.3218 1.2524 1.0766
O -3.3343 2.3298 -0.4914
H 1.9209 0.8667 -1.9804
H 0.7636 -0.3201 -2.1726
H 0.3766 1.8675 -3.4504
H -1.5665 3.2255 -3.5393
H -2.6869 3.1226 -2.2068
C -3.7710 -1.7494 -0.1313
C -3.4347 -2.7081 1.0561
C -4.6493 -2.8400 1.9580
C -3.0488 -4.0427 0.4116
O -2.3859 -2.1194 1.7700
P -0.8202 -2.2875 1.3609
O -0.4007 -3.6887 1.5117
O -0.5403 -1.5813 0.0459
O -0.1058 -1.2560 2.3931
C -0.2465 -1.1960 3.8309
C 1.1048 -0.7675 4.3930
C -1.3264 -0.1702 4.1827
C -0.6490 -2.5681 4.3601
H -4.5450 -2.1827 -0.7550
H -2.8621 -1.5874 -0.7041
H -4.1122 -0.8089 0.2955
H -5.5167 -3.1438 1.3775
H -4.8741 -1.9016 2.4607
H -4.4702 -3.5891 2.7295
H -3.9321 -4.5773 0.0753
H -2.5251 -4.6272 1.1744
H -2.3561 -3.9181 -0.4168
H 1.3853 0.2122 4.0088
H 1.8712 -1.4929 4.1288
H 1.0431 -0.7068 5.4756
H -1.0608 0.8017 3.7711
H -1.4056 -0.0935 5.2623
H -2.2863 -0.4678 3.7721
H 0.0815 -3.3123 4.0454
H -1.6228 -2.8519 3.9681
H -0.7001 -2.5444 5.4454
N 3.3110 0.5938 1.4691
C 2.9366 1.8617 1.3733
N 3.8287 2.8340 1.3552
S 1.2807 2.3104 1.2730
H 4.2816 0.3355 1.5728
H 2.6269 -0.1465 1.5133
H 4.8195 2.6730 1.4638
H 3.5147 3.7924 1.3089

Values from the calculation:
Kohn-Sham gap (spin up / spin down): 4.328 / 4.348 eV
Total charge: +2
2S+1: 1
LUMO level (spin up / spin down): -10.6 / -10.6 eV
E_HOMO (spin up / spin down): -14.92 / -14.92 eV
Calculated total energy: -2106.5749 Ha



No. 8
A structure of composition C10H27BINO11S2Si2, computed with the ωB97M-V functional and the def2-TZVPD basis.

Element x y z (Å)
C 0.3958 1.0605 5.2013
C 0.1343 0.2256 3.9840
O 0.8798 0.0746 3.0647
O -1.1045 -0.3977 4.0348
C -1.7055 -0.6972 2.8067
O -1.4465 -1.7093 2.2452
C -2.6974 0.3221 2.3124
Si -3.0869 1.8472 3.3604
O -3.3454 3.0875 2.2678
Si -2.3520 4.3706 2.0775
I -0.4132 3.6449 0.7874
B -4.6126 1.5678 4.6734
N -5.9694 1.7622 4.3726
O -4.2643 1.2005 5.9749
H 1.3607 0.7721 5.6149
H 0.4680 2.0985 4.8778
H -0.3835 0.9703 5.9510
H -3.5923 -0.2539 2.0621
H -2.2754 0.6876 1.3683
H -1.8655 2.1911 4.1232
H -3.0598 5.4350 1.3580
H -1.8309 4.8491 3.3692
H -6.2685 1.8190 3.4116
H -6.6456 1.2771 4.9473
H -3.8833 0.3265 6.0719
O 3.1753 -4.7030 0.4127
S 1.8403 -4.3095 0.0707
O 0.9448 -5.2947 -0.4568
O 1.9150 -3.0710 -0.9221
C 2.7676 -3.1808 -2.0860
C 2.1466 -4.0142 -3.1864
C 1.0758 -3.4633 1.4012
H 3.7427 -3.5714 -1.7944
H 2.9035 -2.1542 -2.4181
H 2.0773 -5.0632 -2.9027
H 2.7590 -3.9319 -4.0847
H 1.1398 -3.6614 -3.4128
H 1.7491 -2.6904 1.7619
H 0.8820 -4.1999 2.1780
H 0.1423 -3.0336 1.0535
O 2.5261 1.5572 -3.1251
S 1.9019 0.7028 -4.0898
O 2.6591 -0.3580 -4.6832
O 1.2585 1.6002 -5.2272
C 2.1138 2.5931 -5.8531
C 3.0690 1.9892 -6.8579
C 0.4084 0.0453 -3.4365
H 2.6376 3.1438 -5.0714
H 1.4140 3.2738 -6.3329
H 3.8146 1.3615 -6.3731
H 3.5824 2.7910 -7.3896
H 2.5289 1.3763 -7.5793
H -0.1761 0.8577 -3.0137
H 0.6938 -0.6667 -2.6633
H -0.1294 -0.4564 -4.2366

Values from the calculation:
Kohn-Sham gap: 10.035 eV
2S+1: 1
LUMO level: 0.1 eV
E_HOMO: -9.96 eV
Calculated total energy: -2977.7327 Ha



Question: What is the calculated total energy in the eighth record?
Answer: -2977.7327 Ha